1.
Computed, not measured: a 10-piece molecular cluster, C22H70N5O10 overall at a distorted geometry, with ωB97M-V/def2-TZVPD.

**Highest occupied orbital energy**: -10.97 eV
**Net charge**: +1
**LUMO level**: -3.3 eV

Cartesian coordinates (Å):
1 O 1.8722 -0.5828 4.3689
2 H 1.3807 -0.5897 3.5443
3 H 1.3831 -1.1140 5.0015
4 H 2.0265 0.3256 4.6383
5 O -2.2583 -1.7765 3.1307
6 H -1.4215 -1.4175 2.8265
7 H -2.3002 -1.7017 4.0868
8 H -2.3379 -2.6999 2.8807
9 C -0.8524 0.1337 0.3926
10 C 0.3000 -0.6545 1.0826
11 O 0.1135 -0.8939 2.4400
12 H -0.6360 1.1696 0.6537
13 H -1.8341 -0.1691 0.7568
14 H -0.7704 0.0289 -0.6892
15 H 1.2489 -0.1659 0.8613
16 H 0.3729 -1.5413 0.4529
17 C -2.9444 -2.4566 -1.5682
18 C -3.3030 -2.8055 -0.1315
19 C -4.7885 -3.2424 0.0271
20 O -5.6522 -2.2445 -0.4597
21 C -5.7388 -1.1479 0.4106
22 N -2.2817 -3.7981 0.3634
23 H -2.9762 -3.2927 -2.2667
24 H -1.9462 -2.0392 -1.7002
25 H -3.5163 -1.5606 -1.8097
26 H -3.0238 -1.8739 0.3609
27 H -4.9514 -3.3725 1.0970
28 H -4.9662 -4.1770 -0.5050
29 H -6.2396 -1.5038 1.3109
30 H -6.4344 -0.3638 0.1115
31 H -4.7676 -0.6602 0.4948
32 H -2.1484 -4.6186 -0.2104
33 H -1.3197 -3.4905 0.3692
34 C -3.6276 3.2061 1.2421
35 C -3.5241 4.7071 0.8554
36 C -3.6547 4.9523 -0.6816
37 O -2.7147 4.1725 -1.4860
38 C -1.3524 4.1193 -1.1433
39 N -4.6409 5.3495 1.5757
40 H -3.4329 3.1229 2.3114
41 H -2.9624 2.4795 0.7756
42 H -4.6414 2.8636 1.0344
43 H -2.6210 5.2249 1.1786
44 H -3.5857 5.9808 -1.0359
45 H -4.6334 4.7051 -1.0928
46 H -0.8755 3.4021 -1.8113
47 H -1.1684 3.8036 -0.1164
48 H -0.9714 5.1402 -1.1163
49 H -4.6284 4.9716 2.5122
50 H -5.4636 4.9021 1.1974
51 C 4.2057 1.8543 4.8065
52 C 2.9739 2.5921 4.1279
53 C 3.0394 2.4464 2.6098
54 O 2.1015 3.3455 1.9475
55 C 2.2622 3.3765 0.5325
56 N 1.7438 2.0735 4.7246
57 H 4.2531 2.1747 5.8473
58 H 5.1220 2.1727 4.3095
59 H 4.0929 0.7720 4.7439
60 H 3.1151 3.6574 4.3102
61 H 2.7765 1.4908 2.1561
62 H 4.0518 2.6826 2.2823
63 H 1.6216 4.0859 0.0085
64 H 2.0860 2.3938 0.0950
65 H 3.3070 3.6005 0.3174
66 H 1.5023 2.5153 5.6002
67 H 0.9885 2.3469 4.1123
68 C 2.4265 -3.3493 -1.5649
69 C 1.0712 -3.9528 -1.6481
70 C 0.5943 -4.2291 -3.0769
71 O -0.7983 -4.6245 -3.2259
72 C -1.0502 -4.9753 -4.5858
73 N 0.9775 -5.1205 -0.8354
74 H 3.1237 -4.0052 -2.0862
75 H 2.8031 -3.1809 -0.5560
76 H 2.5007 -2.3627 -2.0223
77 H 0.3871 -3.1716 -1.3166
78 H 1.3184 -4.9612 -3.4345
79 H 0.9084 -3.3879 -3.6949
80 H -1.0347 -4.1275 -5.2707
81 H -2.0219 -5.4417 -4.7485
82 H -0.3319 -5.7049 -4.9597
83 H 0.0339 -5.4801 -0.8588
84 H 1.4929 -5.8781 -1.2603
85 C 5.4932 0.2675 -4.1014
86 C 4.3619 1.1924 -4.3353
87 C 3.1023 0.5541 -3.7560
88 O 2.0614 1.4534 -3.7495
89 C 0.8982 0.9455 -3.0529
90 N 4.6382 2.4596 -3.7247
91 H 5.4121 -0.7677 -4.4328
92 H 5.7179 0.1590 -3.0404
93 H 6.4121 0.5742 -4.6012
94 H 4.1904 1.3770 -5.3957
95 H 3.3207 0.3543 -2.7070
96 H 2.7827 -0.3507 -4.2731
97 H 1.0701 0.5827 -2.0396
98 H 0.4286 0.1689 -3.6566
99 H 0.1109 1.6945 -2.9674
100 H 4.9969 2.2596 -2.8020
101 H 3.7617 2.9334 -3.5593
102 O 3.0078 -2.5205 2.8612
103 H 3.1025 -3.4480 2.6443
104 H 2.0975 -2.3159 2.6474
105 O -1.2866 1.2406 3.7259
106 H -1.1364 2.1125 3.3606
107 H -0.9785 0.6398 3.0475

Mulliken atomic charge list, values in e, 4 entries:
1 O -0.165
2 H 0.282
3 H 0.382
4 H 0.398

2.
Computed, not measured: a 14-piece molecular cluster, C22H72O14 overall at a distorted geometry, with ωB97M-V/def2-TZVPD.

**Highest occupied orbital energy**: -9.79 eV
**LUMO level**: 0.3 eV

Cartesian coordinates (Å):
1 C -3.2896 -1.4767 -3.2249
2 O -3.5192 -0.3076 -4.0358
3 H -4.1561 -1.9025 -2.7317
4 H -2.7879 -2.0832 -3.9895
5 H -2.4034 -1.2834 -2.6137
6 H -3.4737 -0.6260 -4.9353
7 C -4.5875 -3.3223 -0.0479
8 O -5.4372 -3.0967 1.0407
9 H -5.1231 -3.7002 -0.9215
10 H -4.0837 -2.3845 -0.3076
11 H -3.8271 -4.0813 0.1779
12 H -5.2374 -2.2835 1.5334
13 C -3.5302 -0.9481 3.2662
14 O -4.7785 -0.8581 2.5869
15 H -3.5921 -1.4178 4.2526
16 H -2.8866 -1.6033 2.6850
17 H -3.1297 0.0533 3.4232
18 H -5.4738 -0.4834 3.1335
19 C -0.2061 -3.3136 2.1271
20 O -0.3813 -4.6328 2.7154
21 H -0.4151 -2.6919 3.0050
22 H 0.8057 -3.1747 1.7721
23 H -1.0156 -3.0835 1.4339
24 H -1.3336 -4.7387 2.7956
25 C 3.5242 -3.2406 1.8180
26 O 3.1767 -1.8443 1.9596
27 H 4.5883 -3.4423 1.8938
28 H 2.8067 -3.8208 2.4013
29 H 3.1717 -3.4405 0.7977
30 H 3.4700 -1.5584 2.8409
31 C 1.8066 -3.1189 -2.1330
32 O 2.8175 -4.1182 -2.0662
33 H 1.5267 -2.7449 -1.1463
34 H 2.1590 -2.3166 -2.7878
35 H 0.9842 -3.6201 -2.6403
36 H 3.6819 -3.7565 -1.8586
37 C -0.3198 3.9674 -2.2871
38 C -1.4696 3.0611 -1.8756
39 O -2.1590 3.5577 -0.7469
40 H -0.6120 4.8930 -2.7951
41 H 0.3451 3.3770 -2.9180
42 H 0.2239 4.4025 -1.4465
43 H -1.0096 2.1253 -1.5418
44 H -2.1684 2.7802 -2.6708
45 H -2.7071 4.3139 -0.9732
46 C -1.1885 -0.2024 -0.0314
47 C 0.3345 -0.0948 0.1229
48 O 0.7535 -0.2884 1.4636
49 H -1.4446 0.1008 -1.0492
50 H -1.7264 0.5066 0.5981
51 H -1.5024 -1.2274 0.1599
52 H 0.6965 0.8774 -0.2379
53 H 0.8896 -0.7752 -0.5293
54 H 1.2812 -1.0960 1.5179
55 C 4.1702 1.0279 1.0962
56 C 4.7996 0.2837 -0.0963
57 O 3.7947 -0.4653 -0.8226
58 H 4.3384 0.4423 1.9980
59 H 3.1138 1.2950 1.0929
60 H 4.7090 1.9772 1.1768
61 H 5.4313 -0.4920 0.3386
62 H 5.3275 0.9846 -0.7343
63 H 3.6807 -1.2665 -0.3018
64 C -0.0078 -0.9904 -5.5244
65 C 0.3191 0.0767 -4.4540
66 O 1.7058 0.3469 -4.4746
67 H -1.0578 -1.2707 -5.4353
68 H 0.6218 -1.8779 -5.5160
69 H 0.1898 -0.5327 -6.4964
70 H 0.1659 -0.3721 -3.4579
71 H -0.3427 0.9470 -4.4080
72 H 2.0752 0.2768 -3.5907
73 C 2.4517 -0.5671 5.1734
74 C 3.9440 -0.4353 5.2779
75 O 4.6051 -1.4571 4.5100
76 H 2.0596 -1.3198 5.8614
77 H 2.1215 -0.7310 4.1506
78 H 1.9709 0.3515 5.5164
79 H 4.2909 -0.4136 6.3133
80 H 4.2159 0.5084 4.7885
81 H 5.4699 -1.1459 4.2323
82 C 3.0744 3.8676 -3.2349
83 C 3.0718 2.9268 -2.0626
84 O 3.4309 1.6133 -2.4873
85 H 2.6749 4.8564 -2.9786
86 H 2.4067 3.5425 -4.0324
87 H 4.0778 4.1361 -3.5620
88 H 2.1594 2.8681 -1.4628
89 H 3.8904 3.1991 -1.3792
90 H 3.4371 0.9801 -1.7462
91 C -6.1004 1.3137 0.1391
92 C -4.8804 1.0919 -0.7581
93 O -5.3440 0.5566 -1.9653
94 H -5.8165 1.8142 1.0683
95 H -6.6105 0.3762 0.3528
96 H -6.7367 2.0524 -0.3509
97 H -4.1477 0.4830 -0.2162
98 H -4.4882 2.1075 -0.9067
99 H -4.6373 0.4431 -2.6115
100 C -1.0662 3.2732 2.7179
101 C 0.4785 3.1856 2.8893
102 O 0.8416 1.8662 3.2599
103 H -1.3910 2.6335 1.8908
104 H -1.4256 4.2662 2.4536
105 H -1.5407 2.8341 3.5943
106 H 0.7609 3.8673 3.6929
107 H 1.0422 3.5261 2.0156
108 H 0.6072 1.3225 2.4869

Mulliken atomic charge list, values in e, 4 entries:
1 C -0.647
2 O -0.640
3 H 0.319
4 H 0.513

| no. | gap between HOMO and LUMO (eV) | energy (Ha) |
| --- | --- | --- |
| 1 | 7.67 | -1905.90835 |
| 2 | 10.14 | -1934.51436 |